<i>
Computed, not measured: an isolated ion of composition CH6N3S2 and charge +1, with ωB97M-V/def2-TZVPD.

## Properties
- SMILES string = N/C(NS)=[NH+]/S
- Kohn-Sham gap (eV) = 10.516
- total charge = +1
- multiplicity = 1
- HOMO energy (eV) = -14.344
- E_LUMO (eV) = -3.8

Each line ends with the Mulliken charge.
Element x y z (Å)
C  -0.09  -0.35  0.06  0.823
N  -0.70  -1.50  -0.22  -0.335
N  -0.74  0.73  0.27  -0.272
N  1.37  -0.41  0.32  -0.413
S  -2.40  1.00  0.16  -0.124
S  2.33  1.08  -0.23  -0.098
H  -1.72  -1.58  -0.35  0.219
H  -0.10  -2.23  -0.35  0.172
H  -0.19  1.53  0.64  0.275
H  1.79  -1.30  -0.08  0.326
H  -2.34  1.53  -1.12  0.223
H  2.81  1.50  0.90  0.204

<ii>
Computed, not measured: a 2-piece molecular cluster, CH6N3S2 overall, with ωB97M-V/def2-TZVPD.

## Properties
- Kohn-Sham gap (spin up / spin down) (eV) = 5.550 / 5.645
- total charge = +1
- multiplicity = 1
- HOMO energy (spin up / spin down) (eV) = -12.983 / -13.103
- E_LUMO (spin up / spin down) (eV) = -7.4 / -7.5

Each line ends with the Mulliken charge.
Element x y z (Å)
C  0.49  0.31  0.01  0.603
N  -0.11  1.43  -0.44  -0.304
N  -0.10  -0.81  0.04  0.066
N  0.32  -1.92  -0.47  -0.352
S  2.27  0.31  0.50  -0.078
S  -2.82  0.22  0.34  -0.161
H  -1.12  1.27  -0.63  0.115
H  0.18  2.42  -0.09  0.292
H  2.42  1.56  0.40  0.147
H  0.18  -2.79  0.11  0.284
H  0.81  -1.92  -1.27  0.226
H  -2.50  -0.07  1.52  0.161

What should be chosen as the most stable of them? Choose <i>.

<i>
Computed, not measured: one molecule with the formula C5H8Cl2, with ωB97M-V/def2-TZVPD.

## Properties
- SMILES string = CC1(C(Cl)Cl)CC1
- Kohn-Sham gap (eV) = 11.345
- multiplicity = 1
- HOMO energy (eV) = -10.484
- E_LUMO (eV) = 0.9

Each line ends with the Mulliken charge.
Element x y z (Å)
C  -0.64  -1.82  0.29  -1.534
C  0.26  -0.63  0.67  0.872
C  0.67  -0.49  2.12  -0.672
C  1.67  -0.92  1.08  -0.719
C  0.08  0.58  -0.16  -0.026
H  -0.37  -2.15  -0.73  0.350
H  -1.69  -1.52  0.26  0.373
H  -0.53  -2.62  1.03  0.383
H  0.72  0.54  2.48  0.239
H  0.23  -1.19  2.83  0.251
H  2.52  -0.26  0.74  0.207
H  2.00  -1.93  1.05  0.276
H  0.81  1.32  0.24  0.327
Cl  -1.49  1.32  -0.04  -0.159
Cl  0.55  0.30  -1.84  -0.168

<ii>
Computed, not measured: a 2-piece molecular cluster, C5H8Cl2 overall, with ωB97M-V/def2-TZVPD.

## Properties
- SMILES string = CC#CC.ClCCl
- Kohn-Sham gap (eV) = 10.376
- multiplicity = 1
- HOMO energy (eV) = -9.637
- E_LUMO (eV) = 0.7

Each line ends with the Mulliken charge.
Element x y z (Å)
C  -0.99  2.12  0.02  -0.204
C  0.95  -1.02  -0.60  -0.128
C  0.55  -1.00  -2.08  -1.051
C  0.80  -1.08  2.10  -1.040
C  0.76  -0.98  0.59  0.550
Cl  -2.09  0.82  0.51  -0.147
Cl  -2.25  3.19  -0.89  -0.188
H  -0.81  2.51  1.02  0.313
H  0.93  -0.07  -2.56  0.295
H  -0.58  -0.87  -2.16  0.263
H  0.95  -1.76  -2.81  0.316
H  1.70  -1.53  2.56  0.292
H  -0.06  -1.80  2.35  0.249
H  0.50  -0.23  2.66  0.285
H  -0.36  1.72  -0.71  0.196

What should be chosen as the most stable of them? Choose <i>.

<i>
Computed, not measured: C4H5ClOS2 as an isolated structure, with ωB97M-V/def2-TZVPD.

## Properties
- Kohn-Sham gap (eV) = 8.291
- multiplicity = 1
- HOMO energy (eV) = -9.541
- E_LUMO (eV) = -1.2

Each line ends with the Mulliken charge.
Element x y z (Å)
C  1.01  0.54  -0.66  0.150
C  -0.47  0.39  -0.87  -0.010
C  -0.40  -0.88  0.11  -0.284
C  0.87  -0.18  0.57  0.125
H  1.95  1.56  0.73  0.318
H  1.73  -0.07  -1.22  0.251
H  -0.82  1.30  -0.45  0.353
H  -0.34  -1.71  -0.49  0.340
H  -0.90  -0.63  2.50  0.159
O  1.53  1.99  -0.34  -0.581
S  -1.83  -1.04  1.16  -0.214
S  1.52  0.19  1.94  -0.414
Cl  -0.87  -0.11  -2.52  -0.194

<ii>
Computed, not measured: one molecule with the formula C4H5ClOS2, with ωB97M-V/def2-TZVPD.

## Properties
- SMILES string = CSC(=S)[C@@H](Cl)C=O
- Kohn-Sham gap (eV) = 8.294
- multiplicity = 1
- HOMO energy (eV) = -9.140
- E_LUMO (eV) = -0.8

Each line ends with the Mulliken charge.
Element x y z (Å)
C  1.69  0.03  -2.17  -0.947
C  -0.34  -0.50  -0.29  -0.001
C  0.15  0.75  0.42  0.204
C  0.88  0.32  1.64  -0.082
H  1.30  0.98  -2.47  0.357
H  2.16  -0.36  -3.08  0.331
H  2.49  0.15  -1.44  0.340
H  0.80  1.41  -0.17  0.225
H  0.21  0.11  2.53  0.312
O  2.08  0.19  1.69  -0.453
S  0.48  -1.18  -1.68  0.024
S  -1.64  -1.26  0.31  -0.165
Cl  -1.13  1.87  0.90  -0.144

What should be chosen as the most stable of them? Choose <ii>.